Molecular formula: C6H14N2
Method: DFT, ωB97M-V/def2-TZVPD

**Gap between HOMO and LUMO**: 10.156 eV
**SMILES string**: C/C=C/C.C/N=C\N
**E_LUMO**: 0.94 eV
**Calculated total energy**: -346.4702 a.u.
**Energy relative to the best compared isomer or geometry (same formula, charge and spin)**: 1.549 eV

```
! wB97M-V def2-TZVPD RIJCOSX def2/J DEFGRID3
* xyz 0 1
C -1.4842 1.5575 2.1003
C -2.0156 1.3854 0.7102
C -1.9450 0.2744 -0.0084
C -2.5267 0.1374 -1.3816
H -0.8888 0.6992 2.4067
H -0.8705 2.4623 2.1536
H -2.2824 1.7417 2.8237
H -2.5351 2.2495 0.3045
H -1.4886 -0.5990 0.4489
H -2.8920 1.1010 -1.7291
H -1.8111 -0.2481 -2.1077
H -3.3674 -0.5634 -1.3622
C 2.6640 -2.2063 -0.2527
N 1.5258 -1.5176 -0.8422
C 1.3457 -0.2973 -0.6158
N 2.2215 0.5653 0.1411
H 3.2818 -2.6174 -1.0543
H 2.2890 -3.0534 0.3177
H 3.2893 -1.5665 0.3682
H 0.4599 0.2006 -1.0063
H 2.5350 1.3232 -0.4567
H 1.6907 1.0067 0.8863
*
```

***

Molecular formula: C6H14N2
Method: DFT, ωB97M-V/def2-TZVPD

**Gap between HOMO and LUMO**: 9.301 eV
**SMILES string**: C=C([C@@H](C)N)[C@@H](C)N
**E_LUMO**: 1.02 eV
**Calculated total energy**: -346.4206 a.u.
**Energy relative to the best compared isomer or geometry (same formula, charge and spin)**: 2.899 eV

```
! wB97M-V def2-TZVPD RIJCOSX def2/J DEFGRID3
* xyz 0 1
C 1.5656 1.5343 -0.1481
C 0.7496 0.5400 0.1712
C 0.7798 -0.8798 0.3156
C 0.0666 -1.7382 -0.7093
N 2.5563 -1.1793 0.1775
C -1.0144 1.0053 0.5160
C -1.7291 1.1944 -0.8055
N -1.7471 0.2138 1.4436
H 2.6215 1.3527 -0.3137
H 1.2178 2.5618 -0.1880
H 0.5835 -1.2042 1.3390
H -1.0092 -1.7858 -0.5115
H 0.4366 -2.7668 -0.6681
H 0.2170 -1.3577 -1.7225
H 2.6847 -2.0253 0.7348
H 2.6864 -1.4744 -0.7910
H -0.8142 1.9728 0.9822
H -1.1160 1.7678 -1.5048
H -1.9813 0.2387 -1.2745
H -2.6654 1.7502 -0.6640
H -1.3628 0.2305 2.3817
H -2.7260 0.0493 1.2393
*
```

***

Molecular formula: C6H14N2
Method: DFT, ωB97M-V/def2-TZVPD

**Gap between HOMO and LUMO**: 9.742 eV
**SMILES string**: C=CC[C@H](C)NCN
**E_LUMO**: 1.15 eV
**Calculated total energy**: -346.4394 a.u.
**Energy relative to the best compared isomer or geometry (same formula, charge and spin)**: 2.389 eV

```
! wB97M-V def2-TZVPD RIJCOSX def2/J DEFGRID3
* xyz 0 1
C 2.5058 1.5811 -1.8449
C 1.4708 1.1717 -1.1054
C 0.9719 -0.2471 -1.0378
C 0.5523 -0.8147 0.4058
C -0.2851 -2.0986 0.3466
N -0.2957 0.2132 1.0901
C -1.6659 0.4062 0.4358
N -2.7569 0.0962 1.2944
H 2.9805 0.9986 -2.6329
H 2.9780 2.4912 -1.5593
H 1.0142 1.7345 -0.3046
H 1.7355 -0.9368 -1.3953
H -0.0294 -0.5027 -1.4238
H 1.4533 -1.0654 0.9913
H -1.3741 -1.9614 0.4162
H -0.0520 -2.8826 -0.3730
H -0.1997 -2.5061 1.3376
H 0.1834 1.0865 1.2539
H -1.6206 1.5025 0.3294
H -1.8458 -0.0934 -0.5100
H -2.7987 -0.8447 1.6613
H -2.9398 0.6621 2.1057
*
```

***

Molecular formula: C6H14N2
Method: DFT, ωB97M-V/def2-TZVPD

**Gap between HOMO and LUMO**: 8.235 eV
**E_LUMO**: 1.04 eV
**Calculated total energy**: -346.3943 a.u.
**Energy relative to the best compared isomer or geometry (same formula, charge and spin)**: 3.616 eV

```
! wB97M-V def2-TZVPD RIJCOSX def2/J DEFGRID3
* xyz 0 1
C 0.1721 -0.2667 -0.0475
C 1.9112 0.5049 -0.1121
C 0.6440 1.1898 0.0501
C 2.8974 0.3891 1.0015
N -0.0255 -1.1037 1.0720
H 0.2333 -0.8241 -0.9772
H 2.3012 0.3714 -1.1165
H 0.0429 -0.6355 1.9649
H 0.4957 -1.9714 1.0660
H 0.4534 1.6173 1.0333
H 0.1520 1.7352 -0.7795
H 3.8536 0.8519 0.7581
H 3.0750 -0.6668 1.2466
H 2.5338 0.8397 1.9280
C -2.5649 -1.0475 -0.7755
C -1.9972 0.3301 -0.5248
N -1.9153 1.2724 -1.4264
H -1.9100 0.8841 -2.3724
H -2.2445 0.7106 0.4729
H -3.6410 -1.0517 -0.5832
H -2.3671 -1.3716 -1.7961
H -2.1004 -1.7573 -0.0821
*
```

***

Molecular formula: C6H14N2
Method: DFT, ωB97M-V/def2-TZVPD

**Gap between HOMO and LUMO**: 8.020 eV
**E_LUMO**: 0.89 eV
**Calculated total energy**: -346.4103 a.u.
**Energy relative to the best compared isomer or geometry (same formula, charge and spin)**: 3.179 eV

```
! wB97M-V def2-TZVPD RIJCOSX def2/J DEFGRID3
* xyz 0 1
C 1.5969 -0.0559 0.3770
C -1.6146 -0.2994 -1.1812
C -2.1926 -0.0397 0.1757
C -2.8807 0.4910 -1.0475
C 2.2312 -0.7880 -0.7564
C 1.7260 1.4257 0.4912
N 0.9373 -0.7129 1.2945
N 0.3699 -0.1830 2.3397
H 0.8797 -1.7295 1.1299
H -0.1224 -0.8912 2.8778
H -0.7180 0.2356 -1.4563
H -1.6752 -1.2993 -1.5955
H -2.6647 -0.8611 0.6912
H -1.6924 0.6509 0.8214
H -3.8087 0.0345 -1.3640
H -2.8387 1.5587 -1.2280
H 2.0781 -1.8639 -0.6641
H 2.6501 1.7037 1.0024
H 1.8128 -0.4660 -1.7131
H 3.2980 -0.6000 -0.7841
H 0.8959 1.7996 1.0828
H 1.7320 1.8903 -0.4933
*
```

***

Molecular formula: C6H14N2
Method: DFT, ωB97M-V/def2-TZVPD

**Gap between HOMO and LUMO**: 9.692 eV
**SMILES string**: CC(C)(C)[C@@]1(N)CN1
**E_LUMO**: 0.83 eV
**Calculated total energy**: -346.4553 a.u.
**Energy relative to the best compared isomer or geometry (same formula, charge and spin)**: 1.956 eV

```
! wB97M-V def2-TZVPD RIJCOSX def2/J DEFGRID3
* xyz 0 1
C -1.1141 1.4203 0.1053
C -0.5799 -0.0042 -0.0154
C -0.9805 -0.5862 -1.3677
C -1.1022 -0.8971 1.1081
C 1.0710 0.1589 0.1477
N 1.5161 0.7005 1.3930
C 1.8690 -0.9050 -0.4317
N 1.7504 0.6755 -0.9790
H -2.1833 1.4341 -0.1085
H -0.9744 1.8153 1.1106
H -0.5847 2.0647 -0.5990
H -0.5501 -0.0150 -2.1884
H -0.6793 -1.6276 -1.4632
H -2.0668 -0.5509 -1.4621
H -2.1871 -0.9848 1.0320
H -0.8897 -0.4794 2.0917
H -0.6553 -1.8888 1.0526
H 1.0814 0.2513 2.1881
H 1.3799 1.7023 1.4246
H 2.7937 -1.1845 0.0571
H 1.4495 -1.6214 -1.1226
H 1.6364 0.5220 -1.9733
*
```

***

Molecular formula: C6H14N2
Method: DFT, ωB97M-V/def2-TZVPD

**Gap between HOMO and LUMO**: 8.518 eV
**E_LUMO**: 1.13 eV
**Calculated total energy**: -346.3899 a.u.
**Energy relative to the best compared isomer or geometry (same formula, charge and spin)**: 3.734 eV

```
! wB97M-V def2-TZVPD RIJCOSX def2/J DEFGRID3
* xyz 0 1
C -0.0449 -0.3944 -0.9264
C -0.0624 -0.4329 0.5328
C -1.6942 0.4905 0.8993
C -0.1587 -1.8053 1.1724
N -0.3918 0.7217 -1.6717
N -1.3924 1.9057 0.7322
C 1.8492 -0.6702 -0.8701
C 2.6679 0.3734 -0.7738
H -0.3840 -1.3221 -1.3887
H 0.5817 0.2502 1.0792
H -0.5233 0.5558 -2.6607
H -0.1680 1.6149 -1.2231
H -1.9356 2.3326 -0.0166
H -1.5742 2.4363 1.5786
H -2.5006 0.1721 0.2369
H -1.9611 0.2432 1.9305
H 2.2486 -1.6590 -1.0965
H -0.8292 -1.7884 2.0349
H 0.8275 -2.1449 1.4975
H -0.5560 -2.5556 0.4836
H 2.2696 1.3631 -0.5490
H 3.7318 0.3135 -1.0013
*
```

***

Molecular formula: C6H14N2O
Method: DFT, ωB97M-V/def2-TZVPD

**Gap between HOMO and LUMO**: 9.579 eV
**SMILES string**: CCN(N=O)C(C)(C)C
**E_LUMO**: 0.79 eV
**Calculated total energy**: -421.6281 a.u.
**Energy relative to the best compared isomer or geometry (same formula, charge and spin)**: 4.684 eV

```
! wB97M-V def2-TZVPD RIJCOSX def2/J DEFGRID3
* xyz 0 1
C 0.0744 2.1059 1.8514
C -0.4100 0.6493 1.7547
N 0.4624 -0.1555 0.7523
N 1.7354 -0.3352 1.0678
O 1.9507 -0.1989 2.2453
C -0.1077 -0.5650 -0.6534
C -0.4843 0.6843 -1.5622
C 1.1198 -1.2243 -1.5216
C -1.2480 -1.7389 -0.6584
H -0.2306 2.5227 0.8232
H -0.4011 2.6256 2.6818
H 1.1704 2.1842 1.8665
H -0.2967 0.1034 2.6710
H -1.3538 0.6795 1.2611
H 0.1439 1.5403 -1.2409
H -0.5231 0.4573 -2.6380
H -1.4695 0.8944 -1.2985
H 1.0281 -0.8048 -2.5403
H 0.9643 -2.2558 -1.5339
H 2.1576 -1.0334 -1.1636
H -2.1540 -1.6676 -0.0378
H -0.6104 -2.6556 -0.4680
H -1.5177 -1.8120 -1.6584
*
```

***

Molecular formula: C6H14N2O
Method: DFT, ωB97M-V/def2-TZVPD

**Gap between HOMO and LUMO**: 9.550 eV
**SMILES string**: C=CC(C)(C)N.NC=O
**E_LUMO**: 0.78 eV
**Calculated total energy**: -421.7450 a.u.
**Energy relative to the best compared isomer or geometry (same formula, charge and spin)**: 1.505 eV

```
! wB97M-V def2-TZVPD RIJCOSX def2/J DEFGRID3
* xyz 0 1
C 0.7223 1.1009 1.2773
C 0.1468 0.7562 0.1385
C -1.1221 -0.1718 -0.0226
C -2.2301 0.7640 -0.5216
C -1.5164 -0.8244 1.2996
N -0.9727 -1.2187 -1.0043
H 0.5007 0.6250 2.2183
H 1.4810 1.8682 1.3271
H 0.4003 1.2926 -0.7699
H -1.9367 1.2072 -1.4715
H -2.4160 1.5578 0.2005
H -3.1454 0.1921 -0.6723
H -1.7947 -0.0756 2.0352
H -0.6944 -1.4204 1.6907
H -2.3659 -1.4807 1.1285
H -0.6021 -0.8472 -1.8800
H -0.3171 -1.9279 -0.6977
N 3.1050 0.2767 -0.6311
C 2.2252 -0.7361 -0.7931
O 1.6560 -0.9786 -1.8334
H 3.5035 0.4852 0.2661
H 3.1955 0.9537 -1.3747
H 2.1774 -1.3982 0.0905
*
```

***

Molecular formula: C6H14N2O
Method: DFT, ωB97M-V/def2-TZVPD

**Gap between HOMO and LUMO**: 9.756 eV
**E_LUMO**: 0.68 eV
**Calculated total energy**: -421.4894 a.u.
**Energy relative to the best compared isomer or geometry (same formula, charge and spin)**: 8.458 eV

```
! wB97M-V def2-TZVPD RIJCOSX def2/J DEFGRID3
* xyz 0 1
C 2.4034 0.4961 -0.0819
C 0.0206 0.5714 0.7743
C -0.6561 -0.8577 0.6908
C 0.1424 -2.0680 0.8670
C -1.8268 -0.9158 1.4622
C -1.4286 -0.8402 -0.6570
H 3.0587 1.4690 0.4135
H 2.8765 0.3766 -1.0600
H 2.5300 -0.5199 0.5345
H 0.7430 0.8109 1.6319
H -0.7242 1.3238 0.9303
H -0.1999 -3.1009 0.6844
H 0.8127 -2.4559 -0.0172
H 0.6071 -2.0535 1.8544
H -1.7225 -0.2253 2.6274
H -1.9752 -1.9964 1.5891
H -2.8713 -0.4441 0.7790
H -1.7834 0.2785 -0.6847
H -2.2055 -1.5041 -0.7407
H -0.6144 -0.7025 -1.4232
N 0.9466 0.5899 -0.3525
N 0.7807 1.6192 -1.4189
O -0.3190 1.8706 -1.6314
*
```

***

calculated total energy of number 3 (C6H14N2)?
-346.4394 a.u.